Record 1
ORCA calculation (the ωB97M-V functional and the def2-TZVPD basis) on a molecular structure, C9H21F2NO15P2PtS2.

Summary:
LUMO energy (alpha / beta) = 2.19 / 2.19 eV
Multiplicity = 4
HOMO energy (alpha / beta) = -4.1 / -5.2 eV
HOMO-LUMO gap (alpha / beta) = 6.3 / 7.4 eV
Total charge = -1

Each line ends with the Mulliken spin population.
Geometry (Å):
Pt  -0.754  1.244  1.686  1.36
N  0.980  0.626  2.497  0.03
S  1.635  0.860  3.857  0.02
O  2.703  1.821  3.926  0.02
O  1.510  -0.283  4.771  0.01
F  0.451  1.749  4.500  0.00
S  2.496  0.093  1.818  0.02
O  3.253  -0.975  2.511  0.03
O  3.278  1.108  1.100  0.00
F  1.815  -0.757  0.624  0.00
P  -2.601  2.822  2.155  -0.10
O  -2.814  1.702  1.110  0.37
O  -2.313  1.524  2.973  0.96
O  -3.661  2.940  3.231  0.11
O  -1.153  3.250  2.378  0.16
C  0.393  2.171  -2.872  0.00
O  1.036  3.107  -2.007  0.00
C  1.051  3.010  -0.687  0.00
O  0.394  2.202  -0.027  0.02
O  1.918  3.921  -0.284  0.00
C  2.062  4.195  1.071  0.00
H  -0.304  1.483  -2.392  0.00
H  1.122  1.546  -3.387  0.00
H  -0.168  2.677  -3.658  0.00
H  2.761  3.534  1.582  0.00
H  1.110  4.126  1.597  0.00
H  2.448  5.204  1.221  0.00
C  2.632  -1.265  -2.486  0.00
C  1.144  -1.569  -2.808  0.00
O  0.559  -0.784  -1.826  0.00
P  -0.669  -1.309  -0.848  0.01
O  -0.952  -0.434  0.299  -0.03
O  -1.851  -1.614  -1.902  0.01
C  -3.163  -1.766  -1.461  0.00
C  -4.066  -1.661  -2.710  0.00
O  -0.155  -2.776  -0.426  0.00
C  -0.859  -3.688  0.438  0.00
C  -0.061  -3.480  1.748  0.00
H  3.235  -1.695  -3.286  0.00
H  2.814  -0.210  -2.283  0.00
H  3.066  -1.734  -1.602  0.00
H  0.758  -1.336  -3.800  0.00
H  0.941  -2.632  -2.678  0.00
H  -3.345  -2.694  -0.919  0.00
H  -3.413  -0.959  -0.771  0.00
H  -3.855  -0.884  -3.445  0.00
H  -4.010  -2.630  -3.206  0.00
H  -5.066  -1.500  -2.306  0.00
H  -1.919  -3.438  0.482  0.00
H  -0.796  -4.743  0.171  0.00
H  1.003  -3.682  1.626  0.00
H  -0.131  -2.444  2.080  0.00
H  -0.492  -3.969  2.622  0.00

***

Record 2
ORCA calculation (the ωB97M-V functional and the def2-TZVPD basis) on 2 unconnected molecules or ions with the total composition C2H3ClFNO.

Summary:
LUMO energy (alpha / beta) = -1.48 / -0.24 eV
Multiplicity = 1
HOMO energy (alpha / beta) = -9.2 / -9.6 eV
HOMO-LUMO gap (alpha / beta) = 7.7 / 9.4 eV

Each line ends with the natural charge from an NBO analysis.
Geometry (Å):
C  -1.059  2.349  -0.451  0.81
C  0.287  -1.377  0.457  -0.49
N  0.531  -0.356  -0.551  -0.28
O  -0.515  1.351  -0.077  -0.50
F  -2.007  2.509  -1.397  -0.31
Cl  1.987  0.405  -0.290  0.14
H  -0.728  -1.320  0.895  0.22
H  0.453  -2.356  0.072  0.22
H  1.050  -1.205  1.341  0.19

***

Record 3
ORCA calculation (the ωB97M-V functional and the def2-TZVPD basis) on 9 unconnected molecules or ions with the total composition C30H84N6O9.

Summary:
LUMO energy (alpha / beta) = 2.36 / 2.29 eV
Multiplicity = 2
HOMO energy (alpha / beta) = 0.7 / -7.0 eV
HOMO-LUMO gap (alpha / beta) = 1.7 / 9.3 eV
Total charge = -1

Each line ends with the Mulliken spin population.
Geometry (Å):
C  -2.600  4.079  2.578  -0.17
C  -2.127  5.390  2.158  0.01
C  -0.614  5.566  2.387  0.06
O  -0.258  6.742  1.713  -0.32
C  1.107  7.156  1.737  0.64
N  -2.303  5.483  0.662  0.01
H  -2.434  3.955  3.648  -0.03
H  -1.900  3.351  2.168  0.15
H  -3.651  3.905  2.345  -0.01
H  -2.695  6.190  2.632  0.00
H  -0.030  4.685  2.121  0.02
H  -0.397  5.743  3.440  -0.12
H  1.617  7.009  2.689  0.03
H  1.149  8.176  1.356  -0.06
H  1.653  6.465  1.093  -0.13
H  -1.868  6.288  0.234  0.02
H  -1.605  4.868  0.269  -0.01
C  4.373  3.082  -3.465  0.63
C  3.819  1.689  -3.658  -1.00
C  3.671  1.183  -5.167  0.17
O  2.941  -0.025  -5.374  -0.05
C  1.536  0.174  -5.121  0.05
N  4.710  0.723  -3.057  0.18
H  3.636  3.808  -3.808  0.06
H  5.394  3.219  -3.824  -0.06
H  4.589  3.230  -2.407  -0.12
H  2.845  1.684  -3.168  0.16
H  4.645  0.946  -5.596  -0.03
H  3.397  2.047  -5.773  0.08
H  1.246  -0.033  -4.091  0.00
H  0.912  -0.576  -5.606  -0.01
H  1.120  1.134  -5.427  0.06
H  4.549  -0.203  -3.425  0.04
H  5.654  0.879  -3.379  -0.06
C  -0.827  -5.890  4.574  0.01
C  0.279  -5.908  3.511  0.00
C  0.838  -4.452  3.181  0.21
O  -0.262  -3.616  2.612  -0.06
C  0.125  -2.339  2.192  -0.20
N  1.274  -6.860  3.955  -0.01
H  -1.378  -6.799  4.819  -0.01
H  -1.668  -5.365  4.121  0.01
H  -0.507  -5.407  5.497  0.00
H  -0.160  -6.433  2.663  0.00
H  1.645  -4.565  2.457  0.02
H  1.346  -4.096  4.078  0.00
H  0.720  -2.280  1.281  0.06
H  0.624  -1.873  3.042  0.06
H  -0.714  -1.714  1.887  0.00
H  1.832  -6.392  4.655  -0.01
H  1.983  -6.841  3.237  -0.01
C  -6.182  -0.561  -3.706  -0.01
C  -5.772  0.841  -3.258  0.01
C  -4.400  1.029  -2.647  -0.01
O  -4.162  0.134  -1.576  -0.02
C  -4.334  0.638  -0.271  0.06
N  -5.845  1.876  -4.226  0.00
H  -5.584  -0.840  -4.573  0.00
H  -7.191  -0.475  -4.110  0.00
H  -6.093  -1.335  -2.943  0.00
H  -6.413  1.183  -2.445  0.01
H  -4.315  2.039  -2.246  0.01
H  -3.652  0.690  -3.364  0.02
H  -4.010  1.672  -0.156  0.03
H  -3.699  0.143  0.464  -0.02
H  -5.381  0.535  0.015  -0.01
H  -5.652  2.713  -3.696  0.00
H  -6.814  2.039  -4.457  0.00
C  -2.020  -3.489  -0.328  0.02
C  -3.156  -4.097  0.507  0.00
C  -2.858  -5.520  0.904  0.02
O  -2.910  -6.512  -0.100  0.00
C  -2.635  -7.872  0.338  0.01
N  -3.418  -3.251  1.675  0.02
H  -2.163  -2.439  -0.584  0.01
H  -1.934  -4.142  -1.196  0.00
H  -1.156  -3.620  0.323  -0.01
H  -4.081  -4.130  -0.069  0.00
H  -3.757  -5.716  1.488  0.00
H  -1.905  -5.590  1.430  -0.01
H  -1.724  -8.102  0.891  0.00
H  -2.506  -8.557  -0.500  0.00
H  -3.510  -8.289  0.837  0.00
H  -3.454  -2.323  1.278  -0.02
H  -2.619  -3.255  2.292  -0.01
C  3.433  -1.088  0.093  0.42
C  4.317  -2.270  0.200  -0.16
C  5.807  -1.958  0.071  0.24
O  6.452  -3.194  0.006  -0.16
C  6.512  -3.848  -1.201  0.11
N  4.077  -3.090  1.423  -0.07
H  3.336  -0.598  1.062  -0.11
H  2.406  -1.411  -0.079  0.14
H  3.687  -0.431  -0.738  -0.10
H  3.913  -2.946  -0.553  -0.04
H  6.260  -1.235  0.750  0.06
H  6.069  -1.444  -0.853  -0.01
H  5.506  -3.836  -1.620  -0.01
H  6.717  -4.905  -1.027  0.00
H  7.261  -3.391  -1.847  -0.03
H  4.681  -3.880  1.250  0.07
H  4.703  -2.594  2.040  -0.05
C  0.449  4.228  -3.275  0.05
C  -0.845  3.798  -3.954  0.15
O  -2.072  4.385  -3.443  -0.15
H  1.343  3.669  -3.548  0.10
H  0.391  4.112  -2.192  0.22
H  0.546  5.312  -3.343  -0.27
H  -1.152  2.753  -4.002  0.05
H  -0.811  4.048  -5.014  -0.03
H  -2.111  5.302  -3.726  0.05
C  0.751  2.577  4.982  0.14
C  0.520  3.856  5.642  0.24
O  1.533  4.687  5.228  -0.21
H  -0.123  1.942  5.130  0.01
H  1.657  2.068  5.311  -0.31
H  0.900  2.713  3.911  0.13
H  0.728  3.632  6.689  0.07
H  -0.469  4.300  5.534  0.02
H  2.409  4.322  5.371  0.05
C  0.204  1.869  0.778  0.09
C  -0.204  1.229  -0.570  -0.82
O  -0.204  -0.152  -0.462  -0.01
H  -0.549  1.693  1.546  -0.02
H  0.321  2.932  0.565  0.14
H  1.152  1.493  1.163  0.30
H  0.438  1.370  -1.439  0.21
H  -1.127  1.759  -0.801  0.08
H  -0.739  -0.372  0.304  0.06

***

Record 4
ORCA calculation (the ωB97M-V functional and the def2-TZVPD basis) on 2 unconnected molecules or ions with the total composition C4H10N4O2.

Summary:
LUMO energy = -9.46 eV
Multiplicity = 1
HOMO energy = -17.9 eV
HOMO-LUMO gap = 8.5 eV
Total charge = +2

Each line ends with the natural charge from an NBO analysis.
Geometry (Å):
C  1.812  -2.673  -2.564  -0.06
C  0.457  -0.284  0.239  0.07
C  1.474  -1.720  -1.533  0.67
C  -2.017  2.156  0.158  -0.42
N  0.699  0.092  1.463  0.23
N  1.490  -1.126  -0.363  -0.53
N  -0.838  1.138  2.006  -0.33
N  -1.740  0.985  1.014  -0.37
O  1.652  -0.001  2.175  -0.25
O  0.730  -1.685  -2.547  -0.32
H  2.668  -2.287  -3.089  0.25
H  1.405  -3.616  -2.646  0.26
H  -0.346  -0.150  -0.501  0.28
H  -2.051  1.646  -0.882  0.24
H  -2.855  2.619  0.487  0.24
H  -1.095  2.799  0.071  0.23
H  2.351  -1.400  0.229  0.49
H  -0.912  0.981  3.044  0.47
H  -0.342  1.999  1.918  0.42
H  -2.543  0.526  1.322  0.42

***

Record 5
ORCA calculation (the ωB97M-V functional and the def2-TZVPD basis) on a molecular structure, C3H8ClO2P.

Summary:
LUMO energy (alpha / beta) = -0.82 / -0.82 eV
Multiplicity = 1
HOMO energy (alpha / beta) = -9.2 / -9.2 eV
HOMO-LUMO gap (alpha / beta) = 8.4 / 8.4 eV

Each line ends with the natural charge from an NBO analysis.
Geometry (Å):
C  0.844  0.252  2.088  -1.07
C  1.615  -1.312  -0.437  -0.25
C  -1.225  1.793  -0.934  -0.31
O  0.614  -0.333  -0.634  -0.80
O  -0.569  1.651  0.326  -0.79
P  -0.065  0.211  0.661  2.07
Cl  -2.401  -1.169  0.086  -0.62
H  0.322  0.800  2.917  0.27
H  1.203  -0.741  2.434  0.24
H  1.220  -2.209  -0.949  0.21
H  1.829  -1.447  0.601  0.19
H  2.458  -0.985  -0.986  0.20
H  -2.099  1.030  -1.039  0.25
H  -0.616  1.452  -1.762  0.19
H  -1.489  2.948  -1.018  0.21

***

Record 6
ORCA calculation (the ωB97M-V functional and the def2-TZVPD basis) on a molecular structure, C24H27AlBrN5OS2.

Summary:
LUMO energy = -6.92 eV
Multiplicity = 1
HOMO energy = -14.0 eV
HOMO-LUMO gap = 7.1 eV
Total charge = +2

Each line ends with the natural charge from an NBO analysis.
Geometry (Å):
Al  -0.228  0.334  0.013  1.82
C  3.837  0.021  -3.547  -0.75
S  2.792  1.418  -3.095  0.41
C  1.480  0.631  -2.317  -0.08
S  0.129  1.680  -1.868  -0.28
N  1.460  -0.667  -2.142  -0.39
N  0.298  -0.970  -1.473  -0.39
C  -0.432  -1.962  -1.736  0.12
C  -1.742  -1.913  -1.056  0.16
C  -2.739  -2.819  -1.331  -0.15
C  -4.006  -2.605  -0.806  -0.11
C  -4.225  -1.485  -0.023  -0.22
C  -3.165  -0.635  0.235  0.09
N  -1.937  -0.833  -0.258  -0.61
H  4.616  0.436  -4.183  0.26
H  3.254  -0.711  -4.100  0.25
H  4.278  -0.434  -2.666  0.23
H  -0.189  -2.706  -2.489  0.24
H  -2.527  -3.671  -1.966  0.25
H  -4.813  -3.295  -1.020  0.26
H  -5.202  -1.266  0.387  0.26
H  -3.305  0.230  0.863  0.22
Br  -0.110  -7.022  1.355  0.15
C  0.234  -5.184  1.247  -0.08
C  1.429  -4.737  0.700  -0.21
C  1.685  -3.376  0.629  -0.23
C  0.750  -2.468  1.105  0.15
C  -0.454  -2.920  1.624  -0.23
C  -0.712  -4.280  1.707  -0.21
N  0.994  -1.048  1.047  -0.59
C  2.153  -0.614  1.343  0.17
C  2.412  0.828  1.294  0.18
C  3.599  1.384  1.717  -0.20
C  3.703  2.770  1.733  -0.11
C  2.617  3.523  1.325  -0.20
C  1.469  2.874  0.889  0.09
N  1.367  1.550  0.872  -0.56
H  2.150  -5.448  0.320  0.25
H  2.599  -3.029  0.156  0.23
H  -1.189  -2.214  1.995  0.22
H  -1.644  -4.638  2.126  0.25
H  2.937  -1.287  1.682  0.23
H  4.417  0.750  2.036  0.25
H  4.615  3.252  2.062  0.26
H  2.653  4.604  1.324  0.26
H  0.626  3.439  0.515  0.23
C  -2.325  2.897  0.180  -0.65
C  -2.002  2.385  1.561  -0.06
O  -1.232  1.132  1.538  -0.67
C  -0.961  0.662  2.910  -0.06
C  -2.184  0.126  3.617  -0.65
H  -2.812  3.868  0.284  0.27
H  -3.010  2.240  -0.360  0.23
H  -1.436  3.048  -0.430  0.23
H  -2.916  2.178  2.111  0.21
H  -1.420  3.106  2.135  0.20
H  -0.521  1.500  3.450  0.21
H  -0.210  -0.112  2.824  0.21
H  -2.946  0.886  3.788  0.23
H  -1.870  -0.240  4.595  0.26
H  -2.630  -0.709  3.074  0.21